Density functional theory data (ωB97M-V with the def2-TZVPD basis set) for CH5NO2S in the gas phase at a distorted geometry.

Its net charge is 0. The value obtained for the highest occupied orbital energy is -10.329 eV. The total energy is -17536.0785 eV. For the energy above the lowest of the compared OMol25 structures with the same formula, charge and spin, the calculation gives 276.4 kJ/mol. For the LUMO energy, the calculation gives 0.019 Ha. Its SMILES is CN[SH](=O)=O.

Atoms and positions in Å:
C 1.355 0.055 0.029
H 1.465 0.506 1.079
H 0.135 -0.998 1.197
O -2.548 -0.814 0.086
S -1.433 0.000 -0.283
N 0.214 -0.879 0.217
H -1.126 0.196 -1.650
H 2.228 -0.426 -0.290
O -1.346 1.375 0.141
H 1.056 0.986 -0.525

Cartesian forces, eV/Å:
-2.4962 2.6650 2.7433
0.7319 -0.4747 -1.4770
-0.6877 -0.4156 1.0719
0.5886 -0.0374 -0.6180
3.4703 0.2830 0.6320
-2.3364 1.2781 -2.7064
-0.5451 -1.1445 0.9457
1.0876 -0.6181 -0.7026
-0.3076 -0.3643 0.2248
0.4946 -1.1714 -0.1136

Calculated atomic charges, method Mulliken, unit e: -0.665 0.257 0.289 -0.500 0.801 -0.436 0.208 0.284 -0.514 0.275

=====

Density functional theory data (ωB97M-V with the def2-TZVPD basis set) for a molecular structure, C12H36B3NO17P4 at a distorted geometry.

Its net charge is 0. The value obtained for the highest occupied orbital energy is -7.734 eV. The total energy is -88519.7599 eV. For the LUMO energy, the calculation gives -0.040 Ha.

Atoms and positions in Å:
B 3.294 1.309 1.502
H 1.155 -5.504 -0.725
H 2.289 -3.958 3.816
O -4.061 -2.356 3.866
H 2.364 3.180 -2.916
O 3.797 2.115 2.529
C 1.642 3.809 -3.422
H -1.305 5.031 -4.913
C -5.115 -2.309 4.848
C -4.974 -2.657 0.541
P 0.550 -3.281 -2.309
H 0.686 3.287 -3.427
O 2.065 -3.868 -2.406
B 3.558 1.537 3.760
O 2.541 3.133 -0.675
H -5.757 0.136 0.226
O -0.207 -4.662 -2.091
H -5.119 -1.355 5.374
O 3.313 0.186 3.899
H -6.505 -0.093 1.822
H 0.400 -0.369 4.514
C -0.965 6.002 -4.550
H 1.927 -3.245 0.232
H 1.295 -1.658 0.703
C 0.343 -5.783 -1.391
O 0.576 2.147 0.788
O -4.403 0.026 1.758
H -5.804 1.477 1.375
H 4.037 6.103 -4.177
H -0.305 -1.011 2.970
C 0.194 -1.251 3.908
P 2.017 1.776 0.069
C -5.701 0.398 1.282
H -1.365 6.779 -5.201
H 2.235 3.952 -0.259
O -5.211 -2.184 1.868
H -0.455 -6.252 -0.819
H 3.411 -3.553 -3.926
H -6.084 -2.482 4.377
H -5.811 -2.363 -0.094
H 2.966 6.097 -5.608
O 0.460 6.040 -4.610
P 1.297 6.462 -3.283
O 0.079 -2.671 -3.550
H 0.706 -6.500 -2.126
H 2.977 -5.245 -3.631
O 1.494 5.022 -2.663
H 3.999 7.499 -5.266
H -1.329 6.152 -3.534
H -4.919 -3.103 5.564
H 1.830 -4.171 -4.461
H 2.378 -2.905 5.280
C 1.782 -3.209 4.419
H 0.177 -3.018 0.548
H 3.581 2.220 4.734
H 0.032 1.354 0.758
C 1.461 -1.996 3.595
O 3.670 -0.003 1.537
H -4.919 -3.744 0.566
O -2.664 -1.529 2.124
C 2.590 -4.226 -3.683
H -0.473 -1.945 4.417
O 2.362 7.354 -4.054
B 3.059 -0.527 2.709
H -4.051 -2.250 0.128
H 0.873 -3.668 4.809
O 0.540 7.290 -2.347
H 1.963 3.988 -4.445
P -4.044 -1.308 2.613
C 1.084 -2.558 0.148
C 3.399 6.713 -4.818
N 2.227 -1.633 2.636
O 0.876 -2.174 -1.233

Cartesian forces, eV/Å:
0.9826 1.0946 0.0700
0.0278 0.0321 -0.0341
0.3666 0.1322 0.0968
-0.8652 2.7049 1.7808
0.0562 0.1051 0.0648
-1.0757 -0.1807 0.0547
0.0885 -0.2881 -0.1833
0.0375 -0.0015 -0.0043
-0.0874 -0.1854 -0.0527
-0.1761 0.1882 -0.1874
2.6769 -0.0790 -2.7386
-0.0606 0.1105 -0.0424
-0.1558 0.1811 -0.0317
0.7504 0.1114 0.5396
-0.5310 0.4304 0.9072
0.0309 -0.0947 0.0243
-0.7019 0.6285 1.3494
0.0096 -0.0199 0.0344
-0.5866 0.2362 -0.3339
0.0139 -0.0609 -0.0229
0.0107 0.0681 -0.0445
-0.0973 -0.2476 -0.0568
0.0624 0.0784 -0.0263
0.0499 0.1236 -0.1707
-0.0748 -0.1371 0.0900
0.5309 0.5623 0.6916
-0.4869 1.0522 2.3271
0.0676 -0.0071 0.0714
-0.0107 -0.0006 0.0130
0.0351 0.3778 0.0521
-0.1166 -0.9693 -0.2562
0.2717 -1.8922 -1.6800
-0.1514 0.2794 0.0961
0.0061 0.0423 0.0483
0.2506 0.1430 -0.0254
-0.0805 -0.1390 0.3800
-0.0485 0.0939 -0.0011
-0.0400 0.0393 -0.0239
0.0152 -0.0045 -0.0227
-0.0083 -0.0025 0.0121
-0.0254 0.0187 0.0062
0.0816 0.2097 0.1168
-3.5761 0.6850 -1.2419
-0.5238 0.1363 0.2386
0.0785 0.0544 -0.0137
-0.0093 0.0109 0.0329
1.6643 0.2389 0.0521
-0.0369 0.0432 0.0242
0.0399 0.0731 -0.0039
0.0506 -0.0174 -0.0340
-0.0048 0.0798 0.0219
0.1958 0.0394 -0.1066
-0.7071 -0.3619 -0.2359
0.0081 0.0198 0.0363
0.0498 -0.0304 0.0104
-0.2331 0.0450 -0.2318
0.0527 -0.1866 -0.3478
-1.0285 -0.1497 0.0618
0.0652 0.0039 0.0238
0.2258 0.4821 0.7086
0.0737 -0.2430 -0.0132
-0.1656 0.3381 0.3123
1.4198 -1.2330 0.8109
0.6395 -0.2770 -1.0130
0.0344 -0.0203 0.0508
-0.0116 0.0410 0.0760
0.4736 0.0769 0.3459
-0.0841 0.1404 -0.0118
1.4835 -4.1489 -5.1945
-0.1754 -0.0490 -0.3571
-0.0191 0.0429 -0.1089
0.3954 0.3907 2.0139
-1.4174 -0.9584 1.2058

Calculated atomic charges, method Mulliken, unit e: 0.609 0.316 0.354 -0.280 0.187 -0.575 -0.535 0.252 -0.679 -0.736 0.816 0.233 -0.353 0.573 -0.424 0.244 -0.319 0.302 -0.668 0.330 0.310 -0.718 0.377 -0.333 -0.590 -0.550 -0.353 0.276 0.254 0.236 -1.180 0.205 -0.681 0.248 0.269 -0.443 0.258 0.239 0.298 0.258 0.272 -0.390 0.729 -0.754 0.244 0.254 0.123 0.248 0.350 0.239 0.349 0.301 -1.463 0.323 -0.168 0.336 0.996 -0.148 0.255 -0.429 -0.742 0.447 -0.311 0.372 0.349 0.420 -0.741 0.355 1.053 -0.015 -0.549 -0.286 -0.045

=====

Density functional theory data (ωB97M-V with the def2-TZVPD basis set) for C20H21N5O3S2 in the gas phase at a distorted geometry.

Its net charge is 0. The value obtained for the highest occupied orbital energy is -7.878 eV. The total energy is -56344.2383 eV. For the energy above the lowest of the compared OMol25 structures with the same formula, charge and spin, the calculation gives 11.5 kJ/mol. For the LUMO energy, the calculation gives 0.024 Ha. Its SMILES is COCCCn1c(SCC(=O)Nc2nc3ccccc3s2)nnc1-c1ccoc1C.

Atoms and positions in Å:
C -2.649 2.230 0.276
C 6.573 0.700 1.900
C 6.183 1.730 -0.249
H 7.747 2.295 1.084
C -3.905 2.398 0.936
H -3.256 -4.347 -1.900
H -2.555 -1.559 -1.200
C -3.093 -0.737 1.380
H -4.208 -2.028 -1.649
H -0.673 2.956 -1.482
H -2.805 -1.707 1.792
C -4.081 -0.967 0.233
O -3.558 4.160 -0.375
C -3.510 -1.934 -0.801
C -2.493 3.351 -0.512
H 6.439 2.453 -1.007
N 3.695 -0.869 0.236
H -1.686 -3.712 -1.344
N -0.463 1.247 -0.075
O -3.320 -3.185 -0.186
C -2.653 -4.106 -1.016
C -4.401 3.582 0.500
H -0.907 4.654 -1.043
C 5.114 0.872 -0.426
C 1.289 -2.421 0.408
C 3.201 -0.570 -0.905
C -1.399 3.761 -1.425
H -4.323 -0.021 -0.255
C -1.694 1.156 0.370
S 4.022 0.745 -1.776
O 0.238 -2.299 -1.746
H 1.588 -3.469 0.439
C 1.148 -1.966 -1.023
H -5.308 4.104 0.729
H -2.504 -5.004 -0.420
C 4.765 -0.081 0.556
H -4.373 1.748 1.644
C -0.691 -0.708 0.741
H 7.158 0.649 2.806
C 5.508 -0.160 1.728
N 2.148 -1.166 -1.529
N -1.893 -0.092 0.917
C 6.909 1.634 0.924
H -1.798 3.991 -2.412
H 5.239 -0.887 2.477
N 0.166 0.086 0.156
S -0.341 -2.340 1.209
H 2.000 -1.806 0.956
H -4.993 -1.396 0.648
H -3.546 -0.138 2.173
H 1.948 -0.827 -2.464

Cartesian forces, eV/Å:
-0.2404 0.8327 -0.4318
0.0298 -0.0125 0.0574
0.0112 0.0319 -0.0473
0.0698 0.0587 0.0142
-0.2257 0.4912 -0.1281
-0.0143 -0.0313 0.0321
-0.0602 -0.0278 0.0100
-0.7024 -0.1199 0.0104
0.0874 0.0213 0.0782
-0.0112 0.0956 -0.0449
-0.0820 0.1626 0.0547
0.3399 -0.3527 -0.0844
0.0770 0.3231 -0.1979
-0.1344 0.1962 -0.0901
0.5010 -0.9331 0.1740
0.0735 0.1003 -0.0516
-0.4721 -0.5979 0.0858
-0.0363 -0.0394 0.0477
-0.4524 0.8456 -0.0624
-0.2030 0.2105 0.2537
0.1239 -0.0569 -0.1309
-0.2598 -0.6205 0.5213
0.0918 0.0674 0.0074
-0.1324 -0.2803 0.1906
-0.4988 0.2899 0.4581
0.7121 0.6473 -0.0325
-0.2428 0.1349 -0.0039
-0.0569 0.0006 0.0297
0.4208 -0.2040 -0.0536
-0.1437 -0.2673 0.3409
0.0208 -0.0643 -0.0968
0.0311 0.0270 -0.0251
0.0957 -0.2270 -0.1508
-0.0893 0.1429 -0.0307
0.0263 -0.0656 -0.0801
0.5150 0.7219 -0.3363
-0.1519 -0.1034 0.1495
0.1641 0.1392 0.0791
0.0485 -0.0042 0.0775
-0.0723 -0.0009 -0.0970
0.0187 -0.0331 -0.8667
0.7919 0.2447 -0.2453
0.0708 0.0910 -0.0330
-0.0144 0.0384 -0.0890
-0.0273 -0.0874 0.0954
0.1295 -0.7683 0.4743
0.1017 -0.4840 0.1076
-0.1374 -0.2575 -0.1166
-0.0971 0.0467 -0.0090
0.0924 -0.1444 -0.0106
-0.0861 -0.1779 0.1972

Calculated atomic charges, method Mulliken, unit e: 1.159 -0.584 -0.476 0.372 -0.614 0.328 0.237 -1.103 0.475 0.353 0.514 -0.609 -0.385 -0.462 0.090 0.381 -0.417 0.159 -1.090 -0.331 -0.556 -0.627 0.286 0.819 -0.300 0.565 -1.288 0.415 0.424 -0.311 -0.640 0.492 0.170 0.464 0.222 -0.403 0.433 0.302 0.368 -0.493 0.001 0.221 -0.441 0.333 0.443 0.042 -0.214 0.346 0.436 0.245 0.250

=====

Density functional theory data (ωB97M-V with the def2-TZVPD basis set) for 2 unconnected molecules or ions with the total composition C4H8 at a distorted geometry.

Its net charge is 0. The value obtained for the highest occupied orbital energy is -10.131 eV. The total energy is -4275.0975 eV. For the energy above the lowest of the compared OMol25 structures with the same formula, charge and spin, the calculation gives 202.2 kJ/mol. For the LUMO energy, the calculation gives 0.041 Ha. Its SMILES is C=C.C=C.

Atoms and positions in Å:
H 3.420 1.979 0.047
H -1.408 -1.536 -0.181
H -3.967 -1.895 -0.948
C 3.062 2.126 1.052
H -3.183 -3.137 -2.026
C -1.777 -1.971 -1.103
H 1.070 1.854 0.562
H 1.246 2.712 2.128
C -3.043 -2.333 -1.310
H 3.735 2.584 1.767
C 1.761 2.164 1.357
H -0.975 -2.619 -1.484

Cartesian forces, eV/Å:
0.0549 -0.7837 0.0170
-0.4268 1.2290 -0.2999
0.3869 0.1161 0.4692
-0.9234 1.4364 1.1063
-0.2517 0.1827 -0.2069
0.3708 -1.8872 1.5489
0.1062 -0.0885 0.3209
0.5178 -0.3880 0.8254
0.3820 -0.0294 -0.9920
0.3876 -0.1994 -0.0704
-0.1463 0.0206 -2.2012
-0.4580 0.3915 -0.5174

Calculated atomic charges, method Mulliken, unit e: 0.259 0.243 0.250 -0.452 0.192 -0.474 0.184 0.262 -0.419 0.223 -0.476 0.208